[1]
The following is a DFT calculation (the ωB97M-V functional and the def2-TZVPD basis) of the ion C9H18N with charge +1.

Element x y z (Å)
1 C 0.91079 -0.09310 -2.63133
2 C 0.83412 -1.06364 -1.78394
3 C 0.38101 1.27499 -2.22609
4 C 0.39901 0.32135 0.12132
5 C 1.68985 0.98027 0.57400
6 C 0.22295 -1.18884 2.06691
7 C -1.23356 -1.43751 0.04735
8 C -1.70625 0.42757 1.50677
9 C -0.53197 -0.47302 0.94332
10 N -0.21136 1.15207 -0.86472
11 H 1.08690 -0.23263 -3.72186
12 H 1.09946 -1.99194 -1.37136
13 H 1.28630 1.89598 -2.10888
14 H -0.27094 1.68324 -2.88390
15 H 2.06584 0.34032 1.43482
16 H 1.60205 1.96626 0.91509
17 H 2.54811 1.09742 -0.25564
18 H 0.93483 -1.71464 1.41339
19 H -0.34665 -1.99816 2.62796
20 H 0.79794 -0.63247 2.79856
21 H -0.45710 -2.24555 -0.14162
22 H -2.05332 -1.78995 0.67694
23 H -1.52907 -0.94378 -0.78562
24 H -2.29912 -0.27025 2.13915
25 H -2.28364 1.09935 0.78492
26 H -1.37486 1.13867 2.32502
27 H -0.50942 2.10374 -0.45095
28 H -1.05191 0.59425 -1.14962

## Properties
F_max in eV Å⁻¹: 5.3
Gap between HOMO and LUMO in eV: 8.7
Charge: +1

[2]
The following is a DFT calculation (the ωB97M-V functional and the def2-TZVPD basis) of a cluster of 15 separate species, C67H132N18O22 in total.

Element x y z (Å)
1 C -1.69970 -6.12242 1.39857
2 N -0.27992 -5.66344 0.98470
3 C 0.58714 -6.54825 0.52278
4 C 1.81286 -6.13064 -0.08951
5 C 2.11249 -4.73753 -0.12892
6 C 1.08515 -3.87811 0.32074
7 C -0.05403 -4.37649 0.85972
8 C 3.39715 -4.12890 -0.65987
9 C 4.55963 -4.31311 0.05955
10 C 5.74103 -3.71389 -0.42271
11 N 5.78200 -3.21844 -1.69490
12 C 4.64968 -3.15867 -2.42914
13 C 3.41584 -3.62011 -1.93974
14 C 7.01649 -2.61211 -2.22004
15 H -2.04501 -5.68028 2.33311
16 H -1.66482 -7.21182 1.40790
17 H -2.32305 -5.72410 0.59802
18 H 0.41732 -7.61094 0.61356
19 H 2.52623 -6.77068 -0.58735
20 H 1.20993 -2.81762 0.15891
21 H -0.94475 -3.83141 1.13524
22 H 4.53919 -4.74682 1.04843
23 H 6.68238 -3.58830 0.09157
24 H 4.67577 -2.65963 -3.38657
25 H 2.52052 -3.50787 -2.53321
26 H 7.09199 -2.94808 -3.25422
27 H 7.87496 -3.00221 -1.67328
28 H 6.90327 -1.52828 -2.24422
29 C -10.42007 -8.90472 -4.99785
30 N -9.52520 -7.97813 -4.32324
31 C -8.36740 -8.50379 -3.80023
32 C -7.45270 -7.64482 -3.17912
33 C -7.68638 -6.25348 -3.22475
34 C -8.89564 -5.75405 -3.78001
35 C -9.80835 -6.65799 -4.26766
36 C -6.71560 -5.30232 -2.50535
37 C -6.08325 -5.64866 -1.32628
38 C -5.38695 -4.75332 -0.55713
39 N -5.22257 -3.49172 -1.02008
40 C -5.81791 -3.08399 -2.17256
41 C -6.58387 -3.98694 -2.92803
42 C -4.49598 -2.50103 -0.14779
43 H -11.39447 -8.44400 -5.16030
44 H -10.63790 -9.80682 -4.42613
45 H -10.07367 -9.07489 -6.01723
46 H -8.16633 -9.56490 -3.80283
47 H -6.69551 -8.10321 -2.56030
48 H -9.30613 -4.75665 -3.72444
49 H -10.71284 -6.36803 -4.78169
50 H -6.13680 -6.69476 -1.06321
51 H -4.97663 -4.96361 0.41952
52 H -5.71159 -2.05038 -2.46712
53 H -7.21447 -3.67634 -3.74796
54 H -5.21036 -2.15168 0.59769
55 H -4.05677 -1.76315 -0.81913
56 H -3.61277 -2.95915 0.29736
57 C 2.47804 6.35840 0.09933
58 N 1.11758 5.93388 0.38568
59 C 0.75553 5.95225 1.67976
60 C -0.62918 5.67881 2.06618
61 C -1.54680 5.53800 1.04966
62 C -1.13377 5.64289 -0.28136
63 C 0.23429 5.78425 -0.59836
64 C -2.97280 5.32050 1.39084
65 C -3.77490 4.53133 0.58868
66 C -5.11824 4.41353 0.79309
67 N -5.75302 5.07543 1.75104
68 C -5.06514 5.81366 2.60845
69 C -3.63314 5.91779 2.43909
70 C -7.15669 5.01133 1.87507
71 H 2.91945 5.87948 -0.77467
72 H 3.16335 6.04267 0.88594
73 H 2.50012 7.44769 0.06667
74 H 1.59089 6.14139 2.33764
75 H -0.76680 5.59821 3.13434
76 H -1.78314 5.62044 -1.14403
77 H 0.72499 6.01113 -1.53331
78 H -3.51504 4.04314 -0.33897
79 H -5.68828 3.75793 0.15150
80 H -5.63933 6.15172 3.45841
81 H -3.12657 6.60410 3.10148
82 H -7.47674 4.09190 1.38487
83 H -7.64432 5.84243 1.36558
84 H -7.42010 4.88580 2.92528
85 C 0.15907 -0.76382 -5.94752
86 C 1.34656 -0.03788 -5.35011
87 C 0.89253 1.38342 -4.87394
88 O 2.01036 2.28928 -4.82990
89 C 1.72895 3.66196 -4.35670
90 N 1.93306 -0.86784 -4.18825
91 H 2.56630 -0.38428 -3.56754
92 H 1.22849 -1.20527 -3.54807
93 H 2.47284 -1.58273 -4.65479
94 H -0.24683 -0.43987 -6.90584
95 H -0.70488 -0.79292 -5.28355
96 H 0.41371 -1.81806 -6.05631
97 H 2.16284 -0.00688 -6.07179
98 H 0.38307 1.30779 -3.91330
99 H 0.12660 1.76380 -5.54977
100 H 0.86548 4.15379 -4.80463
101 H 2.69006 4.12739 -4.57519
102 H 1.62410 3.59998 -3.27353
103 C -2.27657 3.01098 4.40712
104 C -1.65599 2.54298 5.68051
105 C -2.69308 1.77195 6.51551
106 O -1.96367 1.31779 7.65793
107 C -2.70650 0.38881 8.34677
108 N -0.51080 1.58065 5.27968
109 H -0.03843 1.07707 6.01683
110 H -0.87423 0.75538 4.82478
111 H 0.20671 1.96375 4.68093
112 H -1.60976 3.52542 3.71515
113 H -3.01262 3.77614 4.65381
114 H -2.77407 2.25522 3.79934
115 H -1.25307 3.34896 6.29383
116 H -3.28957 1.07543 5.92630
117 H -3.53542 2.39089 6.82450
118 H -2.69374 -0.55116 7.79505
119 H -3.72326 0.76367 8.46422
120 H -2.23216 0.14345 9.29698
121 C 8.94200 0.77634 0.33578
122 C 7.94572 1.71293 0.99438
123 C 7.29912 2.71530 0.10606
124 O 6.38850 3.56136 0.73276
125 C 5.79589 4.67437 0.03650
126 N 6.79393 0.82880 1.52631
127 H 6.48220 0.20652 0.79439
128 H 7.04871 0.20070 2.27508
129 H 5.99320 1.40126 1.75262
130 H 9.82266 1.26341 -0.08290
131 H 8.49017 0.14651 -0.43056
132 H 9.39235 0.08138 1.04453
133 H 8.54311 2.16429 1.78653
134 H 6.87764 2.18735 -0.74936
135 H 8.02271 3.39261 -0.34754
136 H 5.13727 4.36620 -0.77550
137 H 6.55794 5.35728 -0.33900
138 H 5.13540 5.09277 0.79597
139 C -1.89525 0.87855 0.19306
140 C -0.56811 0.90601 -0.51834
141 C -0.01918 2.29837 -0.65129
142 O 1.15196 2.18961 -1.41467
143 C 2.39635 2.44449 -0.78703
144 N 0.37452 -0.01410 0.25091
145 H -0.09865 -0.79887 0.67560
146 H 1.16985 -0.32081 -0.29082
147 H 0.82194 0.53799 0.96861
148 H -2.56549 1.46412 -0.43621
149 H -1.96028 1.22229 1.22540
150 H -2.09360 -0.19307 0.21304
151 H -0.67329 0.41866 -1.48765
152 H 0.30077 2.63522 0.33474
153 H -0.53375 3.18398 -1.02413
154 H 2.57079 1.69299 -0.01702
155 H 2.39969 3.43895 -0.34076
156 H 3.19628 2.33704 -1.51960
157 C 5.89092 3.05681 -3.81758
158 N 6.16581 2.31419 -5.19925
159 C 6.65446 0.95798 -4.84247
160 C 4.87871 2.23513 -6.03242
161 C 7.29762 3.16853 -5.83118
162 C 7.75286 2.66830 -7.17818
163 O 8.11360 1.26069 -7.29424
164 H 5.16591 2.47581 -3.24760
165 H 5.53487 4.06525 -4.02823
166 H 6.83259 3.15690 -3.27782
167 H 7.69676 1.08385 -4.54947
168 H 6.64125 0.32755 -5.73156
169 H 6.00897 0.48746 -4.10080
170 H 4.41583 3.21415 -6.15635
171 H 4.21983 1.69015 -5.35643
172 H 5.05478 1.79536 -7.01410
173 H 8.08706 3.11210 -5.08172
174 H 6.98713 4.21336 -5.83522
175 H 8.53848 3.37192 -7.45352
176 H 7.10077 3.00849 -7.98264
177 H 8.67051 1.06878 -8.05227
178 C -5.56998 0.88170 4.63009
179 N -6.24482 0.78778 3.25405
180 C -6.64273 -0.65282 2.86977
181 C -7.48791 1.76842 3.31508
182 C -5.28923 1.42510 2.20744
183 C -5.59851 1.05233 0.80199
184 O -6.83731 1.54428 0.26022
185 H -4.94295 -0.00040 4.75985
186 H -6.41787 0.81505 5.31180
187 H -5.05632 1.83591 4.74730
188 H -7.11765 -0.59388 1.89045
189 H -7.32151 -0.80578 3.70880
190 H -5.78341 -1.32263 2.90180
191 H -8.04309 1.45022 4.19747
192 H -8.08253 1.78436 2.40168
193 H -7.12001 2.78289 3.46864
194 H -4.36560 0.88188 2.40723
195 H -5.27502 2.48038 2.47998
196 H -5.57330 -0.02891 0.66647
197 H -4.89220 1.44220 0.06903
198 H -7.18341 1.04642 -0.48406
199 C 1.64906 -2.58785 4.15871
200 N 3.11960 -2.14238 4.18457
201 C 3.48193 -1.88648 2.71191
202 C 3.42321 -0.81000 4.98787
203 C 4.07243 -3.23781 4.60664
204 C 3.68596 -4.11216 5.77964
205 O 3.85953 -3.46295 7.07013
206 H 1.63371 -3.47443 3.52480
207 H 1.07377 -1.84497 3.60620
208 H 1.25338 -2.79884 5.15220
209 H 4.45208 -1.41791 2.54646
210 H 2.74033 -1.21326 2.28190
211 H 3.48640 -2.85626 2.21433
212 H 4.38609 -0.40114 4.68162
213 H 3.34404 -1.08602 6.03937
214 H 2.69000 -0.01423 4.85654
215 H 5.09642 -2.86653 4.56552
216 H 4.14641 -3.93404 3.77125
217 H 4.28016 -5.02518 5.81686
218 H 2.66465 -4.49239 5.75791
219 H 3.14441 -2.88107 7.33774
220 N 3.99939 -0.45383 -1.11954
221 O 4.96508 -0.46394 -0.34174
222 O 4.15749 -0.29678 -2.30597
223 O 2.89610 -0.79737 -0.78871
224 N -1.26751 -2.01271 -2.15503
225 O -2.17327 -1.45161 -2.77043
226 O -1.55176 -2.76347 -1.24568
227 O -0.14760 -1.82104 -2.52426
228 N 2.63208 1.92109 2.62949
229 O 1.62352 1.17197 2.66813
230 O 3.72478 1.49118 2.85355
231 O 2.54400 3.04508 2.15236
232 N -2.69919 3.27679 -3.37151
233 O -3.17853 2.56488 -2.49101
234 O -2.69796 4.45935 -3.32871
235 O -2.32557 2.70169 -4.34611
236 N -2.39354 -1.44911 3.03165
237 O -2.50574 -0.40690 3.69456
238 O -1.39354 -1.61617 2.38569
239 O -3.27616 -2.23392 3.00945

## Properties
F_max in eV Å⁻¹: 5.2
Gap between HOMO and LUMO in eV: 4.6
Charge: +8

[3]
The following is a DFT calculation (the ωB97M-V functional and the def2-TZVPD basis) of the molecule C20H27N5O4.

Element x y z (Å)
1 C -3.26771 4.62765 -3.62615
2 C -3.58641 3.39896 -2.83443
3 C -2.63254 2.51660 -2.45830
4 C -2.98138 1.31596 -1.72118
5 N -2.31022 0.32172 -1.29723
6 C -0.86274 0.28572 -1.17538
7 C -0.19289 1.56474 -0.65967
8 C 1.31330 1.37454 -0.48350
9 C 1.65236 0.20654 0.42973
10 C 0.99002 -1.06231 -0.10938
11 C -0.51421 -0.88515 -0.25817
12 C 3.16597 0.04471 0.54862
13 N 3.49582 -0.91220 1.59650
14 C 4.00879 -2.12458 1.25302
15 O 4.22149 -2.45070 0.09590
16 C 4.32901 -3.08278 2.34652
17 C 5.13688 -2.97324 3.42174
18 O 5.22890 -4.14107 4.06091
19 N 4.45380 -5.07737 3.38970
20 C 3.93271 -4.45885 2.37145
21 C 3.04039 -5.16448 1.40944
22 C 2.93948 -0.54645 2.89075
23 C 1.43718 -0.34633 2.75199
24 O 1.13049 0.56986 1.72131
25 N -4.37302 1.21882 -1.55086
26 C -5.25826 2.16671 -1.93277
27 C -6.69064 1.86939 -1.56324
28 O -7.55329 2.78985 -2.17530
29 N -4.93113 3.25138 -2.54168
30 H -2.20351 4.70856 -3.83897
31 H -3.82555 4.61371 -4.56320
32 H -3.59488 5.51030 -3.07510
33 H -1.61211 2.67166 -2.76593
34 H -0.42773 0.06314 -2.16499
35 H -0.35539 2.40731 -1.32518
36 H -0.64076 1.82769 0.30291
37 H 1.78200 1.18978 -1.45600
38 H 1.75897 2.28477 -0.07502
39 H 1.44445 -1.27773 -1.08149
40 H 1.21997 -1.92473 0.51977
41 H -0.97582 -0.70157 0.71616
42 H -0.96956 -1.79082 -0.66157
43 H 3.59489 -0.30527 -0.38682
44 H 3.60597 1.01072 0.81402
45 H 5.70776 -2.15791 3.83537
46 H 3.36731 -4.96667 0.39021
47 H 3.05525 -6.23358 1.60718
48 H 2.01465 -4.80405 1.50575
49 H 3.14728 -1.32017 3.62433
50 H 3.40450 0.38784 3.21887
51 H 0.95005 -1.31294 2.57673
52 H 1.02663 0.07757 3.66867
53 H -4.67826 0.37898 -1.07958
54 H -6.90977 0.83879 -1.87175
55 H -6.76146 1.90957 -0.46851
56 H -8.44701 2.61745 -1.86622

## Properties
F_max in eV Å⁻¹: 0.7
Gap between HOMO and LUMO in eV: 8.7
SMILES: Cc1c/c(=N\[C@H]2CC[C@@]3(CC2)CN(C(=O)c2conc2C)CCO3)[nH]c(CO)n1